Entry 1:
Density functional theory data (ωB97M-V/def2-TZVPD) for 9 unconnected molecules or ions with the total composition C47H60N10O4S2 in a non-equilibrium geometry.

```
123
Properties=species:S:1:pos:R:3:forces:R:3
S -1.0971 -2.2976 1.4418 -0.757 -1.586 -0.513
S -3.7865 3.8870 3.3484 -0.866 0.125 -0.306
O -3.1368 3.3022 5.8745 -0.535 -1.151 0.116
O -0.5101 -1.7555 2.6368 0.390 0.885 0.235
O -2.6185 -1.7143 1.2997 0.893 0.333 -0.491
O -0.3522 -1.6652 0.1128 -0.437 0.344 1.285
N -3.7149 -0.9415 -1.9518 -0.027 -0.003 -0.049
N 9.5276 -3.3852 -4.4814 0.088 -0.056 0.017
N -1.8456 4.9063 6.5262 0.706 1.098 0.229
N -0.4210 -3.4351 -2.4348 -0.032 -0.045 -0.023
N -1.8853 -1.2130 6.3414 -0.016 0.111 -0.119
N -5.3298 -3.2883 7.8534 -0.071 0.017 -0.052
N -5.8472 3.2302 -5.8224 0.044 0.073 0.012
N -2.2163 5.1443 5.2175 0.720 1.031 -0.265
N 5.2138 -1.8899 -2.5916 0.054 0.094 -0.009
N 2.8891 4.1659 -0.0135 0.185 0.110 0.139
C 4.0560 2.9474 -3.1506 1.908 0.335 0.599
C -6.3299 5.3453 -5.3906 0.020 0.018 -0.008
C -2.3075 1.4414 3.1306 -0.290 -0.687 0.055
C -3.1645 0.1925 2.8162 0.565 1.117 -0.515
C 0.8525 -4.2837 -4.0350 0.020 -0.005 -0.028
C 1.7180 4.1941 0.6840 -0.196 -0.144 -0.107
C 10.2855 -3.3368 -3.3434 -0.094 0.044 -0.005
C -3.7322 0.2487 -2.6253 0.083 0.035 0.072
C 3.8453 4.8476 0.6866 0.098 -0.016 -0.122
C 10.3291 -3.6771 -5.5508 -0.102 0.033 -0.030
C -0.4898 -4.6964 -4.2517 0.000 -0.017 0.000
C -5.5155 5.2910 -6.5551 0.006 0.018 0.021
C 2.3067 -0.0080 -1.6278 -1.254 0.515 -0.965
C -5.2326 3.9735 -6.7932 -0.010 -0.064 -0.017
C 5.3810 -1.2921 -3.8112 -0.074 -0.070 0.001
C -5.8572 -4.2380 7.0239 0.049 0.046 -0.018
C -4.2813 0.0242 -3.8582 -0.055 -0.037 -0.025
C 0.7182 -0.7066 0.2926 0.281 0.548 -2.088
C 7.2708 -1.0750 -2.6112 0.036 0.022 -0.006
C -5.5331 -3.6529 9.1540 0.057 0.045 -0.011
C 0.8608 -3.5092 -2.9057 -0.023 0.054 0.024
C -6.5141 4.0590 -4.9618 -0.021 -0.065 0.012
C 3.1088 3.5000 -3.9417 -0.742 0.711 -0.880
C 6.3588 -1.7582 -1.8523 -0.064 -0.046 0.025
C -2.8079 -0.2343 6.6044 0.097 -0.244 0.029
C 2.5938 1.2297 -2.4458 0.262 -0.651 0.781
C -2.9622 4.1797 4.8604 -0.153 -0.953 -0.497
C -2.7736 2.6979 2.3968 0.938 0.272 0.826
C 3.2768 5.3168 1.8398 0.039 0.024 0.036
C 0.8573 0.0042 -1.0867 0.289 -0.111 1.045
C 1.8787 2.8930 -4.0059 -0.432 0.598 -0.678
C -6.3989 -5.2259 7.8029 -0.016 -0.013 0.000
C -1.6405 -1.9390 7.4725 0.013 -0.038 -0.095
C -2.3992 3.8189 6.8667 -0.533 -0.536 -0.203
C -2.8317 -0.2987 1.3904 -1.009 0.514 0.754
C 1.9199 4.9014 1.8382 0.013 -0.030 0.021
C -1.2487 -4.1583 -3.2464 0.047 0.026 0.011
C 11.5846 -3.5941 -3.6901 0.019 -0.005 0.013
C -3.1614 -0.3490 7.9259 -0.094 0.102 -0.016
C -6.1930 -4.8532 9.1585 -0.011 -0.011 0.009
C 11.6125 -3.8101 -5.0942 0.022 -0.013 -0.003
C 1.6493 1.7832 -3.2736 -1.253 -1.216 0.495
C -4.6142 -1.3560 -3.9302 -0.013 0.009 -0.008
C -4.2545 -1.9230 -2.7379 0.043 -0.004 0.036
C 6.6494 -0.7786 -3.8566 0.034 -0.018 -0.008
C -2.4192 -1.4302 8.4749 -0.028 0.030 0.084
C 3.8253 1.8228 -2.3948 0.160 -0.289 0.274
H -5.0655 -1.8710 -4.7612 0.001 -0.008 -0.007
H 1.6561 -1.2177 0.4583 -0.003 -0.375 0.606
H -2.0319 0.3148 0.9843 0.539 -0.409 -0.179
H 4.3792 -2.3532 -2.2855 -0.017 -0.041 -0.005
H 4.5867 -1.2838 -4.5381 0.001 0.014 -0.016
H -3.8722 0.2755 8.4424 0.000 0.009 0.004
H -4.1904 0.5474 2.8291 -0.352 -0.339 0.201
H -3.3179 2.4751 1.4867 -0.476 0.050 -0.016
H 1.1833 5.1016 2.5947 -0.079 0.024 0.071
H 1.7106 -4.5283 -4.6383 0.005 -0.011 -0.008
H -1.2802 1.2507 2.8332 0.252 -0.141 -0.001
H 5.0296 3.4067 -3.0866 0.210 0.124 -0.047
H 8.5365 -3.2285 -4.5228 -0.015 0.059 0.045
H -0.8545 -5.3166 -5.0526 0.002 -0.008 -0.006
H -5.1912 -3.0298 9.9624 0.004 -0.009 0.018
H -3.0367 -0.5797 3.5609 0.051 -0.281 0.035
H -4.4281 0.7664 -4.6236 0.057 0.021 -0.006
H 3.0358 3.7287 -0.9055 -0.042 -0.073 -0.092
H 6.4252 -2.1609 -0.8562 0.026 -0.009 0.003
H -5.8012 -4.1307 5.9544 -0.005 -0.021 -0.011
H 3.2800 4.3863 -4.5228 0.272 0.260 -0.081
H -3.3604 -1.0741 -1.0235 0.028 -0.114 0.039
H -4.8610 -2.4494 7.5553 0.076 -0.004 0.047
H 4.5752 1.3911 -1.7536 0.369 0.064 0.052
H -3.1255 0.4499 5.8370 -0.073 0.024 0.054
H 0.8416 3.7073 0.2936 -0.099 0.023 -0.011
H -2.3028 -4.2264 -3.0413 0.008 0.005 -0.043
H -3.3523 1.1490 -2.1723 -0.001 0.019 -0.029
H -2.4551 -1.7913 9.4888 0.008 0.000 0.009
H 0.6791 1.3181 -3.3192 -0.287 -0.096 -0.110
H 7.0846 -0.2486 -4.6871 0.002 0.020 0.001
H 2.3391 -0.8122 -2.3602 0.388 -0.509 0.235
H -2.2757 1.5878 4.2040 -0.027 0.272 0.157
H 3.7753 5.8950 2.5990 0.005 0.004 0.007
H 1.6657 -3.0053 -2.3971 -0.006 -0.024 0.014
H 12.4749 -4.0375 -5.6976 0.006 -0.003 -0.006
H -6.4948 -5.4026 10.0342 -0.006 -0.003 0.007
H 9.8357 -3.1232 -2.3894 0.001 0.001 0.011
H 0.5238 0.0485 1.0377 -0.209 -0.250 0.567
H -0.9384 -2.7542 7.4658 -0.008 -0.018 0.016
H 9.9183 -3.7638 -6.5418 0.017 0.001 -0.017
H 0.5116 1.0248 -0.9646 0.003 0.280 -0.056
H 4.8470 4.9419 0.3031 0.008 0.018 0.011
H 8.2716 -0.8146 -2.3099 0.007 0.017 -0.005
H -6.8884 -6.1150 7.4427 -0.005 -0.006 -0.002
H -7.0601 3.6627 -4.1233 -0.017 0.010 0.004
H -6.7325 6.2278 -4.9232 -0.003 0.008 0.004
H -0.7009 -2.9240 -1.6172 0.029 0.040 0.035
H -1.4529 -1.3749 5.4479 0.047 0.004 -0.001
H -5.1769 6.1241 -7.1474 0.004 0.007 -0.004
H 0.1627 -0.4704 -1.7696 0.014 -0.115 -0.270
H -4.3347 -2.9358 -2.3820 -0.037 0.005 -0.002
H 12.4221 -3.6246 -3.0138 0.006 -0.004 0.007
H -2.3703 3.2799 7.7895 0.109 -0.048 0.294
H -3.7006 -0.0874 0.7772 -0.134 -0.209 -0.305
H -5.8143 2.2311 -5.7521 -0.037 -0.029 0.003
H -4.6508 3.5023 -7.5663 -0.002 0.013 -0.021
H 3.0526 -0.1360 -0.8544 0.137 -0.095 0.153
H 1.0695 3.2497 -4.6156 -0.036 0.373 -0.276
H -1.9009 3.2490 2.0853 0.314 0.275 -0.173
```
Positions in Å, forces in eV/Å.

Properties
highest occupied orbital energy: -0.3008 Ha
gap between HOMO and LUMO: 8.2 eV
E: -94469.6083 eV

Entry 2:
Density functional theory data (ωB97M-V/def2-TZVPD) for a molecular structure, C47H61BBr2N5O5RbSSb2 in a non-equilibrium geometry.

```
125
Properties=species:S:1:pos:R:3:forces:R:3
Sb 0.7630 2.0723 4.8339 0.232 0.080 -0.088
Sb -1.9846 -1.2415 1.9493 -0.224 -0.019 0.012
Rb 0.0497 0.6702 -0.4334 0.218 -0.920 0.710
Br 6.2431 0.8368 -5.1410 0.038 0.003 -0.041
Br 4.4418 3.9655 -0.8213 -0.004 0.064 0.050
S -3.7147 0.5347 -1.1412 0.102 -0.036 -0.089
O -1.1575 2.8063 -1.6826 -0.003 0.393 -0.467
O -1.0479 -0.1908 -2.6939 -0.191 -0.047 -0.289
O -1.1250 -3.7934 0.0619 0.027 0.022 0.079
O -3.1688 -2.9949 -0.5637 0.049 0.096 -0.023
O 2.5079 1.6049 -0.4480 0.424 0.110 -0.156
N -2.9023 0.7039 -3.7536 -0.227 -0.046 0.108
N -5.0567 0.1092 -3.3897 -0.070 -0.195 -0.022
N 2.3055 -0.6922 -1.9045 0.106 0.041 -0.106
N 3.0281 -0.0864 1.9232 -0.012 0.099 0.094
N 1.2670 -2.2353 1.4312 -0.076 0.013 -0.021
C 3.3077 1.4299 -1.4057 -0.060 -0.030 0.024
C -1.5875 -4.5190 -1.0020 0.053 -0.003 -0.023
C 2.6939 -2.4064 1.1833 0.072 -0.011 -0.027
C 1.0190 -2.6875 -2.2711 -0.120 -0.073 0.027
C -0.7090 1.1304 -4.6145 -0.045 -0.003 0.008
C 1.0211 2.2536 -6.4917 0.069 0.023 0.008
C 5.0666 1.0338 -3.6545 -0.110 -0.071 0.065
C 5.1429 2.1649 -2.8949 0.064 0.121 0.030
C -4.7405 -1.3917 -5.3541 0.036 -0.042 -0.055
C -1.8284 2.8840 -0.7812 -0.430 0.518 0.208
C -2.7977 0.1278 5.0277 0.059 0.008 -0.007
C -4.8519 -5.4208 -4.8226 -0.055 0.000 0.007
C -0.2904 2.5501 3.0156 -0.026 -0.066 -0.023
C 4.1143 0.0306 -3.3488 0.073 -0.111 -0.081
C 1.5160 1.8108 -5.2718 -0.065 -0.026 0.001
C 4.2899 2.3553 -1.8079 0.052 -0.056 -0.066
C -2.1035 -0.1221 6.2098 0.035 0.070 0.043
C 2.1362 -1.7667 -2.6404 0.113 0.054 -0.060
C -6.2247 -1.6642 -2.0662 -0.022 -0.072 0.000
C -2.6644 -6.3029 -5.5712 0.006 0.001 -0.037
C 3.9315 -1.1484 -4.1040 0.065 0.037 -0.044
C -2.9288 -5.5867 -3.1774 -0.007 -0.021 0.055
C 3.2618 0.2102 -2.2340 -0.021 0.195 0.009
C -3.6285 -6.2234 -4.3806 0.021 0.019 0.008
C 3.5323 -1.4404 2.0091 0.010 -0.078 -0.012
C -0.4941 0.4624 7.9749 0.021 -0.001 0.080
C -3.8431 0.4119 -2.8332 0.011 0.180 -0.094
C -3.5063 -4.5279 -2.4702 0.061 -0.003 -0.001
C 0.8048 -0.0437 4.5546 -0.043 -0.034 0.041
C -2.8148 -4.0204 -1.3913 -0.054 -0.016 -0.019
C -4.0850 -7.6397 -4.0064 0.010 -0.024 -0.011
C -1.6945 -6.0930 -2.7553 -0.030 0.011 0.027
C -5.1835 -0.0308 -4.8327 -0.004 0.056 0.023
C 0.6509 1.2436 -4.3479 0.014 -0.002 -0.020
C -1.1969 1.5839 -5.8346 0.001 0.045 0.007
C -1.6047 0.4967 -3.5686 0.340 -0.164 0.078
C -0.6322 -0.7726 8.6124 -0.004 0.037 -0.035
C -4.1314 -1.1126 2.0438 -0.012 -0.043 0.097
C -1.0012 -5.5715 -1.6651 -0.010 0.003 -0.038
C -1.5280 -1.6786 8.0417 -0.017 -0.087 0.044
C 2.9550 -2.0321 -3.7612 -0.083 -0.046 0.080
C -1.1807 0.8048 6.8260 -0.084 0.013 -0.101
C -6.2133 -0.2305 -2.5765 -0.037 0.187 -0.010
C -2.2369 -1.3692 6.9033 -0.007 -0.035 -0.011
C -0.3338 2.1357 -6.7716 -0.056 0.001 -0.008
C -0.9272 2.1344 6.1881 -0.158 0.006 0.077
C -1.6902 -2.7344 3.4769 0.048 -0.016 -0.033
B -2.1033 -2.8134 0.3264 -0.110 -0.069 0.036
H -3.1835 -6.7046 -6.4454 0.005 -0.011 -0.003
H -4.5884 -8.1155 -4.8528 -0.003 -0.003 -0.007
H 2.5699 1.8981 -5.0347 0.013 0.012 -0.016
H -1.2465 -6.9180 -3.2945 -0.004 -0.009 0.001
H -1.1100 1.8437 2.8837 -0.004 -0.003 -0.022
H 1.0264 0.8727 -3.4061 0.008 -0.018 0.027
H 5.8666 2.9324 -3.1361 -0.007 -0.004 0.004
H -2.7729 1.0850 4.5258 -0.031 0.031 -0.004
H -0.6892 3.5636 3.0698 0.000 0.004 0.018
H -4.5172 -1.9321 2.6504 -0.024 -0.001 -0.007
H 1.0936 -3.6422 -2.7915 0.005 -0.021 -0.010
H -0.2252 -0.3904 4.4868 0.005 -0.006 -0.022
H -0.6873 2.8890 6.9404 0.024 -0.020 0.004
H -4.7942 -1.4193 -6.4457 -0.001 -0.008 -0.009
H -3.2361 -8.2624 -3.7199 0.005 -0.006 0.003
H 2.8774 -2.2183 0.1205 0.008 0.025 0.033
H 0.7304 -3.0246 1.0926 0.021 -0.025 0.047
H -5.3708 -2.1921 -4.9641 -0.014 0.001 0.011
H -2.9261 -2.1020 6.4932 -0.005 -0.002 -0.005
H -6.2720 -2.3781 -2.8928 -0.010 -0.007 0.013
H -5.2766 -5.8700 -5.7235 -0.006 -0.009 0.011
H 4.5638 -1.3287 -4.9638 -0.002 0.004 0.003
H -4.4522 -4.0884 -2.7473 -0.027 0.020 -0.016
H -1.7911 2.4881 5.6222 -0.022 0.005 0.029
H 1.2900 -0.5110 5.4116 -0.003 0.001 0.003
H -2.6566 -3.1820 3.7051 -0.001 -0.043 0.013
H -4.4014 -0.1667 2.5067 -0.020 0.007 0.012
H 3.6603 0.5802 2.3468 -0.008 -0.011 -0.005
H -4.5844 0.7463 -5.3024 0.007 0.008 0.008
H 4.5763 -1.5591 1.6756 -0.015 0.012 0.017
H -4.5917 -4.3871 -5.0523 0.028 0.008 -0.020
H -0.7219 2.4787 -7.7239 0.005 0.004 -0.005
H -7.0979 -0.0467 -3.1932 -0.004 0.004 0.018
H -4.7787 -7.6115 -3.1642 -0.003 0.011 0.003
H 1.0765 -2.1195 2.4211 0.025 0.006 0.003
H 1.0141 -2.8622 -1.1962 -0.019 0.000 0.024
H -2.2575 1.4991 -6.0309 0.001 -0.001 -0.007
H -6.2315 0.1506 -5.0867 0.006 -0.033 -0.001
H -0.0734 -1.0098 9.5087 0.004 -0.003 0.009
H 3.5013 -1.7522 3.0615 -0.009 -0.017 -0.013
H -5.6311 -5.4135 -4.0578 0.008 0.001 0.011
H -0.0391 -5.9624 -1.3634 0.015 -0.002 0.003
H -2.2775 -5.3150 -5.8253 -0.014 0.022 0.004
H 2.7880 -2.9320 -4.3400 0.006 0.005 -0.007
H -4.5397 -1.1592 1.0369 -0.001 0.011 -0.031
H -3.7089 -1.5851 -5.0564 -0.006 0.020 0.008
H -5.3294 -1.8591 -1.4783 0.055 0.004 0.015
H -6.2454 0.4558 -1.7301 0.023 -0.037 0.003
H 2.8530 0.2244 0.9736 0.063 0.038 -0.140
H 0.0661 -2.2192 -2.5322 -0.013 0.012 0.003
H 1.6922 2.6904 -7.2220 -0.003 0.002 -0.006
H -1.6779 -2.6528 8.5006 0.010 0.007 0.009
H 0.3941 2.4948 2.1677 0.041 -0.006 0.013
H -1.0026 -3.5095 3.1369 0.012 -0.013 -0.003
H 1.3635 -0.2408 3.6408 0.023 0.015 -0.027
H -1.3054 -2.2498 4.3717 -0.029 -0.013 0.008
H -3.5648 -0.5718 4.7210 -0.042 -0.018 -0.031
H 3.0592 -3.4224 1.4001 -0.030 0.018 0.002
H 0.1889 1.2003 8.3933 0.003 0.002 0.005
H -7.0951 -1.8266 -1.4259 -0.009 -0.009 -0.004
H -1.8138 -6.9520 -5.3632 0.011 -0.001 0.006
```
Positions in Å, forces in eV/Å.

Properties
highest occupied orbital energy: -0.0183 Ha
gap between HOMO and LUMO: 3.8 eV
charge: -2
energy relative to the best compared isomer or geometry (same formula, charge and spin): 5.67 kJ/mol
E: -232749.0480 eV